1.
{"formula": "C20H27N2O3", "method": "ωB97M-V/def2-TZVPD", "elements": ["C", "O", "C", "C", "C", "C", "C", "O", "C", "C", "O", "C", "N", "C", "C", "N", "C", "C", "C", "C", "C", "C", "C", "C", "C", "H", "H", "H", "H", "H", "H", "H", "H", "H", "H", "H", "H", "H", "H", "H", "H", "H", "H", "H", "H", "H", "H", "H", "H", "H", "H", "H"], "positions_angstrom": [[-4.18, -3.66, 1.53], [-3.87, -2.47, 1.11], [-3.29, -2.02, 0.19], [-2.88, -2.93, -0.69], [-2.13, -2.27, -2.07], [-1.93, -0.91, -2.18], [-2.30, -0.12, -1.11], [-1.97, 1.09, -1.38], [-2.80, 2.38, -0.69], [-2.00, 3.26, -0.01], [-1.16, 3.98, -0.54], [-1.20, 2.52, 1.29], [-0.02, 1.82, 0.53], [0.09, 0.46, 1.24], [0.96, -0.34, 0.68], [2.30, 0.40, 0.36], [3.43, -0.39, 0.22], [3.49, -1.60, -0.57], [4.77, -2.43, -0.53], [5.90, -1.99, -0.35], [5.94, -0.31, 0.00], [4.63, 0.17, 0.34], [2.04, 1.43, -0.45], [1.19, 2.42, 0.18], [-3.06, -0.36, 0.03], [-4.62, -3.71, 2.39], [-3.17, -4.19, 1.49], [-4.82, -4.05, 0.62], [-2.94, -3.82, -0.84], [-1.74, -2.92, -2.76], [-1.49, -0.47, -2.89], [-3.50, 1.73, -0.09], [-3.24, 2.93, -1.68], [-2.62, 3.84, 0.67], [-1.53, 4.38, -1.27], [-0.79, 3.38, 1.77], [-1.67, 1.89, 1.81], [-0.55, 1.50, -0.23], [-0.91, -0.11, 1.53], [0.54, 0.57, 2.32], [1.36, -1.41, 1.26], [0.43, -0.65, -0.18], [2.54, -2.43, -0.52], [4.70, -3.45, -0.79], [6.79, -2.35, -0.62], [6.85, 0.16, 0.13], [4.77, 1.20, 0.61], [3.06, 2.20, -0.60], [1.49, 1.41, -1.34], [0.95, 3.36, 0.07], [1.59, 2.69, 1.33], [-3.48, 0.17, 0.70]], "mulliken_charge": [-0.726, -0.372, 0.777, -1.286, -0.734, -1.095, 1.393, -0.652, -0.433, -0.011, -0.371, -1.034, 0.331, -0.829, -0.804, 0.191, 0.271, -0.161, -0.323, -0.731, -0.847, -0.215, -0.758, -1.002, -1.611, 0.248, 0.313, 0.298, 0.866, 0.481, 0.832, 0.308, 0.292, 0.378, 0.378, 0.412, 0.628, 0.127, 0.209, 0.465, 0.470, 0.553, 0.143, 0.372, 0.484, 0.451, 0.383, 0.271, 0.292, 1.030, 0.403, 0.948], "e_above_lowest_kj_mol": 1892.70, "multiplicity": 1, "gap_ha": 0.3142, "smiles": "COc1cccc(OC[C@H](O)C[NH+]2CCN(c3ccccc3)CC2)c1", "largest_force_ha_per_bohr": 0.29202, "charge": 1}

2.
{"formula": "C20H27N3O4S", "method": "ωB97M-V/def2-TZVPD", "elements": ["C", "O", "C", "C", "C", "C", "C", "C", "N", "C", "O", "C", "C", "C", "C", "S", "O", "O", "N", "C", "C", "C", "C", "N", "C", "C", "C", "C", "H", "H", "H", "H", "H", "H", "H", "H", "H", "H", "H", "H", "H", "H", "H", "H", "H", "H", "H", "H", "H", "H", "H", "H", "H", "H", "H"], "positions_angstrom": [[-1.53, 4.89, -1.83], [-0.67, 3.78, -1.78], [-0.19, 3.38, -0.56], [0.63, 2.26, -0.57], [1.14, 1.76, 0.61], [0.85, 2.37, 1.83], [1.30, 1.75, 3.13], [0.19, 0.75, 3.52], [0.04, -0.28, 2.52], [-0.94, -0.19, 1.58], [-1.91, 0.53, 1.70], [-0.75, -1.08, 0.40], [-1.21, -0.62, -0.83], [-1.05, -1.40, -1.97], [-0.46, -2.64, -1.86], [-0.26, -3.63, -3.34], [0.32, -4.89, -2.99], [0.39, -2.84, -4.34], [-1.88, -3.80, -3.80], [-2.05, -4.10, -5.20], [-2.58, -4.70, -2.91], [-0.02, -3.12, -0.64], [-0.16, -2.34, 0.49], [2.60, 1.10, 2.98], [3.62, 2.08, 2.65], [3.00, 0.35, 4.16], [0.05, 3.50, 1.82], [-0.47, 4.01, 0.65], [-1.79, 5.01, -2.88], [-2.44, 4.72, -1.24], [-1.03, 5.81, -1.48], [0.85, 1.78, -1.51], [1.78, 0.89, 0.59], [1.33, 2.53, 3.92], [-0.77, 1.28, 3.57], [0.38, 0.29, 4.50], [0.90, -0.74, 2.26], [-1.68, 0.35, -0.88], [-1.38, -1.06, -2.94], [-3.07, -3.88, -5.50], [-1.36, -3.46, -5.75], [-1.82, -5.15, -5.43], [-3.64, -4.68, -3.14], [-2.43, -4.35, -1.89], [-2.20, -5.73, -2.99], [0.43, -4.10, -0.61], [0.17, -2.72, 1.45], [4.55, 1.56, 2.42], [3.31, 2.64, 1.77], [3.80, 2.79, 3.47], [4.02, 0.00, 4.00], [2.37, -0.52, 4.30], [2.99, 0.96, 5.08], [-0.19, 3.99, 2.76], [-1.10, 4.89, 0.69]], "mulliken_charge": [-0.924, -0.463, 0.908, -0.898, 0.373, -0.436, 0.011, -1.743, -0.040, 0.162, -0.655, 0.443, -1.002, -0.539, -0.125, 1.478, -0.721, -0.724, -0.006, -0.976, -0.900, -0.509, -0.175, 0.017, -1.101, -1.137, -0.958, -0.615, 0.250, 0.356, 0.360, 0.493, 0.571, 0.665, 0.560, 0.534, 0.405, 0.579, 0.425, 0.330, 0.372, 0.320, 0.349, 0.272, 0.335, 0.521, 0.566, 0.353, 0.320, 0.391, 0.393, 0.312, 0.348, 0.432, 0.444], "e_above_lowest_kj_mol": 211.67, "multiplicity": 1, "gap_ha": 0.3183, "smiles": "COc1ccc([C@@H](CNC(=O)c2ccc(S(=O)(=O)N(C)C)cc2)N(C)C)cc1", "largest_force_ha_per_bohr": 0.02184}

3.
{"formula": "C20H27N3O5S", "method": "ωB97M-V/def2-TZVPD", "elements": ["C", "O", "C", "C", "C", "C", "C", "C", "N", "C", "O", "C", "S", "C", "N", "C", "O", "C", "C", "C", "C", "C", "C", "O", "N", "C", "C", "O", "C", "H", "H", "H", "H", "H", "H", "H", "H", "H", "H", "H", "H", "H", "H", "H", "H", "H", "H", "H", "H", "H", "H", "H", "H", "H", "H", "H"], "positions_angstrom": [[-3.19, -3.70, 1.57], [-2.16, -3.30, 0.70], [-2.37, -2.19, -0.07], [-3.52, -1.42, -0.07], [-3.60, -0.27, -0.84], [-2.52, 0.14, -1.61], [-2.54, 1.45, -2.34], [-2.95, 2.61, -1.42], [-2.35, 2.48, -0.11], [-3.09, 2.32, 1.00], [-4.30, 2.47, 1.05], [-2.27, 2.00, 2.24], [-1.80, 0.24, 2.33], [-0.30, 0.20, 1.44], [0.08, 1.23, 0.75], [1.28, 1.16, 0.11], [1.61, 2.25, -0.61], [2.12, 0.08, 0.18], [3.46, 0.06, -0.49], [4.49, 0.93, 0.24], [4.68, 0.46, 1.68], [5.82, 0.88, -0.51], [1.70, -1.07, 0.94], [2.32, -2.10, 1.11], [0.43, -0.92, 1.54], [-1.39, -0.66, -1.66], [-1.30, -1.83, -0.92], [-0.23, -2.67, -0.90], [0.76, -2.51, -1.89], [-3.42, -2.92, 2.30], [-2.81, -4.58, 2.09], [-4.10, -3.97, 1.03], [-4.36, -1.69, 0.55], [-4.50, 0.32, -0.80], [-1.55, 1.65, -2.76], [-3.25, 1.41, -3.18], [-4.03, 2.63, -1.26], [-2.65, 3.56, -1.86], [-1.38, 2.17, -0.05], [-1.35, 2.58, 2.29], [-2.88, 2.17, 3.13], [0.91, 2.91, -0.51], [3.35, 0.42, -1.52], [3.80, -0.98, -0.51], [4.13, 1.96, 0.24], [3.76, 0.57, 2.24], [5.46, 1.03, 2.17], [4.96, -0.59, 1.70], [6.56, 1.51, -0.02], [5.70, 1.23, -1.54], [6.20, -0.14, -0.54], [0.07, -1.73, 2.03], [-0.56, -0.36, -2.28], [0.34, -2.59, -2.89], [1.29, -1.56, -1.79], [1.47, -3.32, -1.72]], "mulliken_charge": [-0.946, -0.441, 0.744, -0.905, -0.702, 0.265, -1.098, -0.952, -0.016, 0.519, -0.671, -0.831, -0.042, 0.051, -0.380, 0.722, -0.590, 0.164, -1.978, 0.899, -1.373, -1.636, 0.454, -0.704, 0.138, -0.033, 0.781, -0.407, -0.826, 0.344, 0.263, 0.362, 0.394, 0.346, 0.333, 0.427, 0.494, 0.363, 0.309, 0.417, 0.463, 0.345, 0.518, 0.478, 0.277, 0.281, 0.459, 0.299, 0.426, 0.384, 0.336, 0.269, 0.398, 0.418, 0.178, 0.215], "e_above_lowest_kj_mol": 198.48, "multiplicity": 1, "gap_ha": 0.3117, "smiles": "COc1ccc(CCNC(=O)CSc2nc(O)c(CC(C)C)c(=O)[nH]2)cc1OC", "largest_force_ha_per_bohr": 0.01468}

4.
{"formula": "C20H27N6O2S2W", "method": "ωB97M-V/def2-TZVPD", "elements": ["W", "N", "C", "C", "N", "C", "C", "N", "H", "H", "H", "H", "H", "H", "H", "H", "H", "H", "H", "H", "H", "O", "C", "C", "C", "C", "C", "C", "C", "O", "N", "N", "C", "S", "C", "C", "S", "H", "H", "H", "H", "H", "H", "H", "H", "H", "N", "C", "C", "C", "C", "C", "C", "H", "H", "H", "H", "H"], "positions_angstrom": [[-0.42, 0.72, 0.14], [-1.75, 0.97, 1.88], [-2.39, 2.32, 1.93], [-1.27, 3.34, 1.89], [-0.30, 2.99, 0.81], [-0.41, 3.85, -0.41], [-1.57, 3.37, -1.24], [-1.38, 1.91, -1.50], [-2.46, 0.24, 1.86], [-1.23, 0.82, 2.75], [-2.99, 2.42, 2.83], [-3.06, 2.40, 1.07], [-0.73, 3.33, 2.84], [-1.66, 4.35, 1.75], [0.64, 3.11, 1.17], [0.52, 3.74, -0.96], [-0.52, 4.89, -0.13], [-1.64, 3.92, -2.18], [-2.52, 3.50, -0.72], [-0.73, 1.82, -2.28], [-2.25, 1.49, -1.83], [2.95, -2.51, -0.62], [3.11, -1.78, -1.73], [3.87, -2.24, -2.80], [4.05, -1.45, -3.92], [3.48, -0.17, -4.01], [2.73, 0.30, -2.97], [2.51, -0.49, -1.81], [1.76, 0.08, -0.75], [1.24, 1.29, -0.85], [1.28, -0.64, 0.33], [1.00, 0.12, 1.48], [1.41, -0.35, 2.64], [2.40, -1.73, 2.78], [2.66, -1.54, 4.57], [1.42, -0.92, 5.18], [0.93, 0.46, 4.08], [3.42, -3.35, -0.70], [4.33, -3.22, -2.74], [4.64, -1.83, -4.74], [3.64, 0.43, -4.89], [2.30, 1.29, -3.02], [3.55, -0.94, 4.72], [2.83, -2.54, 4.98], [1.62, -0.49, 6.16], [0.58, -1.61, 5.25], [-1.44, -0.58, -0.41], [-2.22, -1.61, -0.88], [-3.47, -1.88, -0.30], [-4.22, -2.93, -0.79], [-3.74, -3.70, -1.85], [-2.50, -3.42, -2.43], [-1.73, -2.38, -1.94], [-3.84, -1.28, 0.52], [-5.18, -3.15, -0.36], [-4.34, -4.51, -2.24], [-2.14, -4.02, -3.25], [-0.76, -2.16, -2.37]], "mulliken_charge": [1.565, -0.650, -0.723, -0.600, -0.563, -0.665, -0.630, -0.710, 0.284, 0.124, 0.481, 0.291, 0.464, 0.381, 0.331, 0.292, 0.508, 0.480, 0.265, 0.340, 0.285, -0.394, 1.089, -0.895, -0.494, -0.921, -0.586, -0.157, 1.139, -0.824, -0.506, 0.305, 0.163, 0.099, -0.609, -0.615, -0.047, 0.374, 0.386, 0.446, 0.462, 0.455, 0.368, 0.443, 0.431, 0.351, 0.422, 0.980, -0.166, -0.872, -0.409, -0.817, -0.152, 0.316, 0.415, 0.432, 0.412, 0.425], "e_above_lowest_kj_mol": 0.00, "multiplicity": 1, "gap_ha": 0.2473, "largest_force_ha_per_bohr": 0.01828, "charge": 3}